Below is a 5-piece molecular cluster, C29H50BrN2O9 overall at a distorted geometry, with properties calculated with ωB97M-V with the def2-TZVPD basis set.

Each line ends with the Löwdin charge.
Atoms and positions in Å:
1 C 4.15638 -2.12986 -4.01904  -0.159
2 C 3.97827 -2.40421 -5.62625  -0.257
3 C 2.40566 -2.22709 -6.16062  -0.201
4 C 1.82441 -0.72478 -5.85834  -0.235
5 N 0.42308 -0.46156 -6.35947  -0.097
6 C -0.60485 -0.41064 -5.25092  -0.689
7 Br -2.37356 0.02252 -6.17172  0.649
8 C -0.37102 0.85959 -4.19195  -0.123
9 C -0.36331 0.37361 -2.62751  -0.429
10 C 1.02774 -0.32220 -2.11523  -0.043
11 C -0.53332 1.76792 -1.71862  -0.051
12 N -1.61919 -0.42745 -2.38753  -0.116
13 O -1.87358 -0.55393 -1.06384  -0.057
14 C -1.61614 -1.77526 -3.06413  -0.417
15 C -1.06978 -3.01826 -2.12118  -0.049
16 C -3.22152 -2.13344 -3.36968  -0.082
17 C -0.84327 -1.84886 -4.50354  -0.147
18 H 3.28861 -2.63639 -3.37510  0.082
19 H 4.03431 -0.96040 -3.81476  0.073
20 H 5.21860 -2.41059 -3.59888  0.079
21 H 4.72500 -1.69883 -6.20624  0.110
22 H 4.32300 -3.52479 -5.82985  0.110
23 H 1.75322 -3.10331 -5.73821  0.103
24 H 2.47858 -2.35812 -7.34301  0.119
25 H 2.53551 0.03084 -6.44843  0.138
26 H 2.00065 -0.50550 -4.72298  0.086
27 H 0.16053 -1.30978 -6.94157  0.107
28 H -1.27411 1.63213 -4.30421  0.101
29 H 0.60092 1.47765 -4.45106  0.135
30 H 1.93530 0.33042 -2.53028  0.108
31 H 1.16633 -1.38682 -2.62592  0.069
32 H 1.10412 -0.49679 -0.95918  0.100
33 H -0.31168 1.49530 -0.57779  0.071
34 H 0.28274 2.52503 -2.14915  0.109
35 H -1.63690 2.14916 -1.87656  0.098
36 H -1.98666 -3.61403 -1.65041  0.068
37 H -0.32992 -2.65835 -1.28560  0.086
38 H -0.51110 -3.82219 -2.80418  0.103
39 H -3.71962 -2.30153 -2.29840  0.083
40 H -3.80426 -1.19729 -3.82252  0.070
41 H -3.35939 -3.10562 -4.00629  0.096
42 H 0.17678 -2.45156 -4.35931  0.101
43 H -1.51295 -2.52024 -5.21835  0.118
44 O 3.59393 3.05429 0.49916  0.095
45 C 2.65994 2.76563 1.22889  -0.452
46 O 1.74899 1.78432 0.96170  0.004
47 C 0.73907 1.79586 1.96952  -0.189
48 C 1.37053 2.47302 3.15765  -0.158
49 C 2.31568 3.45575 2.51395  -0.085
50 H -0.12765 2.34662 1.58923  0.107
51 H 0.43483 0.77036 2.19843  0.132
52 H 0.64123 2.94006 3.82484  0.126
53 H 1.94280 1.74132 3.74087  0.122
54 H 1.82348 4.40591 2.28867  0.139
55 H 3.20606 3.61601 3.12628  0.114
56 O -2.71804 -5.46988 -0.58105  0.086
57 C -3.10653 -5.34060 0.56810  -0.450
58 O -2.58051 -6.00602 1.63801  0.033
59 C -3.34427 -5.69747 2.80301  -0.170
60 C -4.02719 -4.39039 2.49625  -0.171
61 C -4.24837 -4.47481 1.00717  -0.085
62 H -4.05868 -6.50887 2.97737  0.130
63 H -2.68035 -5.61760 3.66872  0.130
64 H -4.94723 -4.24092 3.06751  0.120
65 H -3.35054 -3.55674 2.72026  0.123
66 H -5.19006 -4.97436 0.76331  0.138
67 H -4.19932 -3.48956 0.53782  0.127
68 O -2.78284 1.31194 5.67827  0.103
69 C -3.03557 1.35697 4.48568  -0.457
70 O -2.09475 1.31291 3.49719  0.016
71 C -2.73299 1.49831 2.23463  -0.181
72 C -4.17274 1.11526 2.45671  -0.163
73 C -4.40291 1.51401 3.89248  -0.087
74 H -2.62273 2.54667 1.93808  0.131
75 H -2.25361 0.86489 1.48258  0.117
76 H -4.85915 1.59493 1.75393  0.123
77 H -4.28776 0.02931 2.35428  0.121
78 H -4.71259 2.55912 3.97992  0.137
79 H -5.12309 0.85406 4.38160  0.131
80 O 3.19049 2.61470 6.08429  0.108
81 C 3.62571 3.74982 6.18558  -0.452
82 O 3.37969 4.75131 5.29077  0.008
83 C 4.13106 5.90603 5.66204  -0.165
84 C 4.42508 5.73440 7.12936  -0.169
85 C 4.53702 4.23746 7.27089  -0.085
86 H 5.04283 5.93909 5.05645  0.132
87 H 3.54277 6.80731 5.46651  0.130
88 H 5.31904 6.27280 7.45512  0.121
89 H 3.57674 6.09688 7.72260  0.124
90 H 5.55244 3.88455 7.07040  0.138
91 H 4.19637 3.90074 8.25271  0.133

Multiplicity: 2
E (eV): -122327.4167
Total charge: 0
Kohn-Sham gap (spin up / spin down) (eV): 9.46 / 8.84



Below is C29H50IrNO2P2S2 as an isolated structure at a distorted geometry, with properties calculated with ωB97M-V with the def2-TZVPD basis set.

Each line ends with the Löwdin charge.
Atoms and positions in Å:
1 Ir 0.14977 -0.60802 -0.35395  0.720
2 C -1.24213 4.63698 1.05695  -0.057
3 C -0.98263 3.16638 1.40775  -0.364
4 C -1.48743 2.89418 2.82285  -0.062
5 C -1.59633 2.25498 0.36725  -0.214
6 C -1.44663 2.54848 -0.98955  -0.070
7 C -2.16153 1.87038 -1.95725  -0.056
8 C -3.06313 0.87318 -1.61235  -0.329
9 C -3.93953 0.24198 -2.64955  -0.068
10 C -3.12623 0.49138 -0.27875  -0.088
11 C -2.39143 1.15668 0.69335  -0.074
12 H -0.89003 5.27368 1.86565  0.076
13 H -2.30623 4.81278 0.91445  0.089
14 H -0.71893 4.93088 0.15145  0.065
15 H 0.09937 3.01248 1.40615  0.102
16 H -2.56613 3.02798 2.87725  0.089
17 H -1.01903 3.59178 3.51435  0.079
18 H -1.23073 1.88848 3.14175  0.062
19 H -0.79783 3.35508 -1.29725  0.103
20 H -2.05153 2.14868 -2.99715  0.112
21 H -3.43223 -0.61302 -3.09705  0.029
22 H -4.16723 0.94998 -3.44455  0.079
23 H -4.86983 -0.09902 -2.20025  0.078
24 H -3.78623 -0.31272 0.01885  0.110
25 H -2.50303 0.84728 1.71955  0.097
26 C -5.09063 -3.40962 -2.12525  -0.062
27 C -3.93723 -4.14412 -1.46615  -0.289
28 O -3.39013 -3.35602 -0.40445  -0.331
29 P -1.82803 -3.03322 -0.34305  -0.086
30 S -1.33453 -2.26112 1.42055  0.309
31 S -1.28143 -1.94532 -1.93445  0.326
32 O -1.25963 -4.55092 -0.50765  -0.333
33 C 0.13607 -4.78432 -0.39185  -0.322
34 C 0.38937 -6.27882 -0.48365  -0.065
35 H -5.61963 -4.09472 -2.78325  0.078
36 H -4.72263 -2.57002 -2.70795  0.053
37 H -5.77233 -3.03422 -1.36625  0.082
38 H -3.15953 -4.36962 -2.20155  0.101
39 H -4.27753 -5.08342 -1.02135  0.123
40 H 0.48847 -4.37892 0.56465  0.094
41 H 0.65757 -4.25492 -1.19865  0.082
42 H -0.08793 -6.79582 0.34525  0.078
43 H 1.45927 -6.46792 -0.45565  0.076
44 H -0.01453 -6.67042 -1.41465  0.077
45 C 0.45567 -0.46592 4.92535  -0.073
46 C 0.98827 -0.36102 3.49765  -0.408
47 C 2.06707 -1.42412 3.25825  -0.061
48 C 1.53847 0.99148 3.13065  -0.140
49 C 1.82997 1.93548 4.08595  -0.043
50 C 2.35507 3.17548 3.74775  -0.060
51 C 2.61227 3.44668 2.41715  -0.063
52 C 2.34837 2.54548 1.40095  -0.149
53 C 2.74347 3.02678 0.01665  -0.368
54 C 2.17787 2.24938 -1.15865  -0.118
55 C 4.27737 3.02898 -0.08345  -0.056
56 C 1.72507 1.27748 1.71615  -0.294
57 N 1.26177 0.44798 0.82575  -0.055
58 H -0.03623 -1.42852 5.04735  0.080
59 H -0.27413 0.31598 5.12655  0.076
60 H 1.25937 -0.40192 5.65755  0.079
61 H 0.16347 -0.57032 2.80785  0.042
62 H 2.95037 -1.20202 3.85475  0.085
63 H 2.33787 -1.43882 2.20415  0.060
64 H 1.69197 -2.40622 3.53505  0.076
65 H 1.62497 1.72938 5.12455  0.104
66 H 2.55387 3.91828 4.50545  0.103
67 H 3.00527 4.41798 2.14795  0.116
68 H 2.39567 4.06488 -0.07285  0.138
69 H 2.65537 1.27528 -1.19615  0.018
70 H 2.37837 2.78958 -2.08465  0.088
71 H 1.10417 2.09898 -1.06135  0.033
72 H 4.65827 2.02418 0.08275  0.088
73 H 4.70447 3.68998 0.66475  0.071
74 H 4.60237 3.36178 -1.06815  0.078
75 C 3.37967 -0.21462 -3.28765  -0.277
76 P 1.75667 -0.80572 -2.61115  0.723
77 C 1.90457 -2.56792 -3.12485  -0.310
78 C 0.68917 -0.18312 -3.97045  -0.295
79 H 3.50987 -0.59722 -4.29915  0.039
80 H 4.19987 -0.55302 -2.65815  0.043
81 H 3.39007 0.86978 -3.32245  0.022
82 H 2.28747 -2.63202 -4.14395  0.041
83 H 0.91377 -3.01292 -3.08875  -0.020
84 H 2.56677 -3.10432 -2.44765  0.040
85 H 1.08287 -0.49422 -4.93605  0.046
86 H 0.64917 0.90148 -3.92625  0.037
87 H -0.31423 -0.57632 -3.84365  -0.030

Energy above the lowest of the compared OMol25 structures with the same formula, charge and spin (kJ/mol): 80.09
Multiplicity: 5
E (eV): -79557.5760
Total charge: 0
Kohn-Sham gap (spin up / spin down) (eV): 7.17 / 6.93



Below is C29H51Br2N2O6S as an isolated structure at a distorted geometry, with properties calculated with ωB97M-V with the def2-TZVPD basis set.

Each line ends with the Löwdin charge.
Atoms and positions in Å:
1 C -5.34202 -1.25190 2.38375  -0.108
2 O -5.94201 -0.78184 1.20737  -0.176
3 C -6.19487 0.60508 1.15222  -0.232
4 C -5.48039 1.19266 -0.03399  -0.158
5 C -4.01071 0.99559 0.20606  -0.178
6 C -3.11312 1.29155 -1.00680  -0.103
7 C -2.32496 0.09161 -1.35071  -0.215
8 N -2.64019 -0.45621 -2.48527  0.127
9 N -1.98978 -1.57446 -2.77824  -0.507
10 Br -2.50913 -2.29760 -4.42319  0.876
11 C -1.08427 -2.14092 -2.01844  -0.642
12 Br -0.31862 -3.74988 -2.54154  0.930
13 C -0.69384 -1.54601 -0.80054  -0.157
14 C 0.31076 -2.21545 0.05281  -0.152
15 C -0.30033 -2.66883 1.39945  -0.235
16 C -0.69148 -4.14323 1.34132  -0.508
17 S -2.41895 -4.36672 0.78323  0.738
18 C -1.34299 -0.38203 -0.46856  -0.063
19 C -1.08410 0.37630 0.79369  -0.095
20 C 0.38465 0.72114 1.12626  -0.164
21 C 0.53873 2.21427 1.37952  -0.157
22 C 1.94333 2.50731 1.86679  -0.164
23 O 2.58170 3.53472 1.09703  -0.033
24 C 3.58808 3.05725 0.32942  -0.316
25 O 4.67827 2.75064 0.76967  0.101
26 H -5.66497 -2.26414 2.54955  0.091
27 H -5.61513 -0.68503 3.26078  0.089
28 H -4.25913 -1.26574 2.32117  0.058
29 H -7.25968 0.76319 1.09731  0.125
30 H -5.83837 1.11788 2.03787  0.122
31 H -5.70824 2.24307 -0.07098  0.124
32 H -5.81009 0.67458 -0.91826  0.124
33 H -3.67647 1.60592 1.02439  0.120
34 H -3.83826 -0.02987 0.48833  0.099
35 H -3.68470 1.60978 -1.85448  0.122
36 H -2.42133 2.08913 -0.79341  0.120
37 H 1.12563 -1.56503 0.26202  0.111
38 H 0.73071 -3.08112 -0.40595  0.047
39 H 0.42543 -2.56959 2.18610  0.116
40 H -1.20478 -2.13739 1.60048  0.053
41 H -0.10672 -4.66634 0.60801  0.050
42 H -0.60135 -4.61785 2.29975  0.059
43 H -2.90092 -3.14209 0.98929  -0.170
44 H -1.47073 -0.22522 1.59427  0.119
45 H -1.60925 1.30768 0.82534  0.086
46 H 0.61321 0.22879 2.05745  0.121
47 H 1.06552 0.45685 0.34137  0.101
48 H 0.36196 2.72724 0.45108  0.114
49 H -0.19494 2.55018 2.09431  0.120
50 H 2.53372 1.61486 1.76829  0.114
51 H 1.92049 2.78012 2.90658  0.131
52 H 3.36299 2.97430 -0.73023  0.137
53 C 2.44200 0.91197 -4.64879  -0.152
54 C 1.56569 1.94944 -3.94724  -0.147
55 C 0.94277 1.12294 -2.82974  -0.214
56 O 1.90092 0.12033 -2.47491  -0.161
57 C 2.94614 0.08514 -3.48058  -0.173
58 H 3.25193 1.34063 -5.23244  0.106
59 H 1.82801 0.29806 -5.31241  0.115
60 H 2.18729 2.74366 -3.52762  0.111
61 H 0.82258 2.40836 -4.59624  0.116
62 H 0.02573 0.62428 -3.17549  0.104
63 H 0.70044 1.71913 -1.94603  0.106
64 H 3.84633 0.51628 -3.05621  0.097
65 H 3.14953 -0.95135 -3.75027  0.120
66 C -1.48867 -3.08569 5.98892  -0.159
67 C -2.80666 -3.01348 6.75835  -0.160
68 C -3.43319 -1.75079 6.18262  -0.192
69 O -2.97156 -1.65115 4.82770  -0.156
70 C -1.90875 -2.58188 4.61452  -0.214
71 H -1.05055 -4.08140 5.95852  0.114
72 H -0.75898 -2.40600 6.43312  0.116
73 H -3.42395 -3.88203 6.52186  0.117
74 H -2.68369 -2.96860 7.83791  0.116
75 H -3.10340 -0.85932 6.72476  0.120
76 H -4.52240 -1.77657 6.19021  0.118
77 H -2.28703 -3.40143 3.98993  0.111
78 H -1.09600 -2.08379 4.07921  0.102
79 C 7.23728 3.33395 -4.27117  -0.162
80 C 7.82187 1.92553 -4.37056  -0.162
81 C 6.77548 1.10144 -3.63321  -0.192
82 O 5.51728 1.76270 -3.84392  -0.187
83 C 5.74630 3.06061 -4.40783  -0.203
84 H 7.61065 4.01972 -5.02859  0.115
85 H 7.45365 3.75928 -3.28961  0.116
86 H 7.87656 1.61818 -5.41687  0.115
87 H 8.81442 1.82998 -3.93653  0.115
88 H 6.97277 1.07527 -2.55938  0.120
89 H 6.70842 0.07609 -3.99864  0.118
90 H 5.44172 3.03826 -5.46022  0.117
91 H 5.13073 3.79506 -3.88485  0.116

Energy above the lowest of the compared OMol25 structures with the same formula, charge and spin (kJ/mol): 0.00
Multiplicity: 1
E (eV): -197075.0866
Total charge: +1
Kohn-Sham gap (eV): 7.35